Run w
This record from the OMol25 dataset describes a 2-piece molecular cluster, C3H8Si overall. The level of theory is wB97M-V/def2-TZVPD.

Geometry as ORCA input:
```
! RIJCOSX wB97M-V def2-TZVPD def2/J DEFGRID3
* xyz 0 1
C -0.5589 1.1647 -0.0190
C 0.2098 -0.0851 -0.2537
C 1.4881 -0.6165 0.4034
Si -1.6358 -0.3388 0.2868
H -0.1798 2.0170 0.7025
H -0.8595 1.6140 -0.9561
H 0.8970 -0.1536 -2.0647
H 1.9354 -1.3835 -0.3228
H 1.1148 -1.0880 1.3323
H 2.1165 0.3157 0.4841
H -2.0640 -1.0944 1.3238
H -2.4635 -0.3515 -0.9165
*
```

Properties
Frontier orbital gap, eV: 8.4
LUMO, eV: 0.15

Results of the Mulliken charge analysis, in e, for atoms 1 through 5: atom 1 (C): -0.68, atom 2 (C): -0.08, atom 3 (C): -0.83, atom 4 (Si): 0.33, atom 5 (H): 0.28


Run x
This record from the OMol25 dataset describes a 2-piece molecular cluster, C3H8Si overall. The level of theory is wB97M-V/def2-TZVPD.

Geometry as ORCA input:
```
! RIJCOSX wB97M-V def2-TZVPD def2/J DEFGRID3
* xyz 0 1
C -1.5286 1.4022 0.5223
C -2.4164 0.9059 -0.2781
C 2.4873 -1.0752 -0.3889
Si 1.2247 -1.3437 0.9806
H -0.8630 0.8386 1.0430
H -1.7419 2.3536 0.8513
H -2.2748 -0.1211 -0.5159
H 3.4834 -0.8575 0.0411
H 2.6187 -2.1501 -0.7020
H 2.1862 -0.3973 -1.0924
H -3.1807 1.5414 -0.5602
H 0.0051 -1.0967 0.0992
*
```

Properties
Frontier orbital gap, eV: 7.9
LUMO, eV: -0.53

Results of the Mulliken charge analysis, in e, for atoms 1 through 5: atom 1 (C): -0.42, atom 2 (C): -0.46, atom 3 (C): -0.86, atom 4 (Si): 0.14, atom 5 (H): 0.09


Which structure loses on stability? run w does.


Run w
This record from the OMol25 dataset describes a 4-piece molecular cluster, C4H14O3 overall. The level of theory is wB97M-V/def2-TZVPD.

Geometry as ORCA input:
```
! RIJCOSX wB97M-V def2-TZVPD def2/J DEFGRID3
* xyz 0 1
C 0.2678 -1.9580 -0.1411
C -0.6362 -1.1266 -0.6275
C -0.5295 -0.6138 -2.0374
C 0.1098 -2.5445 1.2259
H 1.1098 -2.3737 -0.6790
H -1.5499 -0.8311 -0.1377
H -1.3924 -1.0365 -2.5735
H -0.7953 0.4533 -2.1082
H 0.3831 -0.5942 -2.6264
H 0.9822 -2.5809 1.8830
H -0.1228 -3.6246 1.1918
H -0.7377 -2.2131 1.8282
H 0.4549 3.7225 0.6835
H -0.0550 2.2729 0.8701
O 0.0055 3.1344 1.2919
H 2.4967 1.1121 1.3959
H 2.2622 0.8293 2.8878
O 2.6965 0.4956 2.0961
H -1.2519 3.0399 -1.8401
H -1.9995 1.8034 -1.4901
O -1.6981 2.6335 -1.0930
*
```

Properties
SMILES: C/C=C/C.O.O.O
Frontier orbital gap, eV: 9.8
LUMO, eV: 0.49

Results of the Mulliken charge analysis, in e, for atoms 1 through 5: atom 1 (C): 0.07, atom 2 (C): -0.08, atom 3 (C): -1.07, atom 4 (C): -1.27, atom 5 (H): 0.34


Run x
This record from the OMol25 dataset describes a 3-piece molecular cluster, C4H14O3 overall. The level of theory is wB97M-V/def2-TZVPD.

Geometry as ORCA input:
```
! RIJCOSX wB97M-V def2-TZVPD def2/J DEFGRID3
* xyz 0 1
C -2.4180 -0.9596 -0.9216
C -1.0818 -0.7411 -0.1158
C 0.1565 -0.4875 -1.0402
C 1.4320 -0.8536 -0.3323
O 0.3754 0.8146 -1.6274
H -3.0539 -1.6736 -0.2853
H -2.1995 -1.1450 -1.9742
H -3.0771 -0.1332 -1.1098
H -1.3137 0.1974 0.5923
H -0.7003 -1.5625 0.5649
H 0.0987 -1.2783 -1.8340
H 2.2707 -0.7663 -0.9292
H 1.6230 -0.1141 0.5987
H 1.2874 -1.8306 0.1887
H 0.1825 0.8241 -2.5597
H 1.8779 2.0483 -0.7969
H 2.4546 3.4391 -1.1780
O 2.4576 2.8875 -0.4160
H -0.3534 1.2165 4.3272
H 0.4366 -0.1104 4.3267
O -0.4552 0.2283 4.5220
*
```

Properties
SMILES: CC[C@H](C)O.O.O
Frontier orbital gap, eV: 11.2
LUMO, eV: 0.59

Results of the Mulliken charge analysis, in e, for atoms 1 through 5: atom 1 (C): -1.13, atom 2 (C): -0.37, atom 3 (C): 0.51, atom 4 (C): -1.59, atom 5 (O): -0.54


Which structure loses on stability? run x does.


Run w
This record from the OMol25 dataset describes a 3-piece molecular cluster, C4H14O3 overall. The level of theory is wB97M-V/def2-TZVPD.

Geometry as ORCA input:
```
! RIJCOSX wB97M-V def2-TZVPD def2/J DEFGRID3
* xyz 0 1
C -1.4221 1.7012 0.6746
O -1.3157 2.0805 -0.6858
C -0.0829 1.2200 1.2405
C 0.5741 0.1809 0.3168
C 2.0406 -0.0471 0.7038
H -1.7881 2.5600 1.2415
H -2.1457 0.9017 0.8279
H -1.5365 1.2989 -1.2097
H -0.1953 0.8119 2.2497
H 0.6090 2.0655 1.2943
H 0.4740 0.5863 -0.6780
H 0.0721 -0.7750 0.4523
H 2.5668 0.9108 0.6665
H 2.4894 -0.7386 0.0038
H 2.1341 -0.4717 1.7050
H -0.8269 -1.3828 -2.6961
H -2.2633 -0.9055 -2.5617
O -1.3427 -0.5950 -2.4899
H 0.5280 -3.8431 -0.7077
H 0.4356 -2.3894 -0.1460
O 0.9953 -3.1694 -0.2018
*
```

Properties
SMILES: CCCCO.O.O
Frontier orbital gap, eV: 10.2
LUMO, eV: 0.20

Results of the Mulliken charge analysis, in e, for atoms 1 through 5: atom 1 (C): -0.63, atom 2 (O): -0.51, atom 3 (C): -0.62, atom 4 (C): -0.12, atom 5 (C): -1.31


Run x
This record from the OMol25 dataset describes a 5-piece molecular cluster, C4H14O3 overall. The level of theory is wB97M-V/def2-TZVPD.

Geometry as ORCA input:
```
! RIJCOSX wB97M-V def2-TZVPD def2/J DEFGRID3
* xyz 0 1
C 1.4267 0.5760 -1.3433
C 0.9784 -0.1027 -0.1011
C 0.8554 0.5569 1.0726
C -0.0151 -0.2662 2.0399
H 0.5818 0.6116 -2.1021
H 1.7897 1.6004 -1.2060
H 2.2924 -0.0593 -1.9359
H 1.0806 -1.0860 -0.1658
H 1.1534 1.5571 1.2520
H 0.3656 -0.2733 3.0845
H -1.0527 0.1673 2.0273
H 0.1128 -1.3157 1.5956
H -0.6612 -3.4371 0.8023
H -0.8621 2.7960 1.1578
O -0.0918 -2.9496 0.2205
H -0.9565 2.1347 -0.2287
H -2.4248 1.8358 -0.7872
O -1.4701 1.7109 -1.0757
H -1.3960 -0.6177 -1.5529
H -0.7430 -1.9753 -0.9587
O -0.9634 -1.4640 -1.7951
*
```

Properties
Frontier orbital gap, eV: 3.5
LUMO, eV: -5.17

Results of the Mulliken charge analysis, in e, for atoms 1 through 5: atom 1 (C): -1.03, atom 2 (C): -0.56, atom 3 (C): -0.51, atom 4 (C): -0.62, atom 5 (H): 0.26


Which structure loses on stability? run x does.


Run w
This record from the OMol25 dataset describes a 4-piece molecular cluster, C4H14O3 overall. The level of theory is wB97M-V/def2-TZVPD.

Geometry as ORCA input:
```
! RIJCOSX wB97M-V def2-TZVPD def2/J DEFGRID3
* xyz 0 1
C -0.1763 0.4254 -2.4102
C 0.3900 1.3585 -1.3763
C 1.2359 1.1056 -0.3844
C 1.6457 1.9107 0.7929
H -0.0773 0.9776 -3.3548
H 0.4498 -0.4648 -2.5485
H -1.2119 0.1522 -2.2491
H 0.0327 2.3724 -1.5536
H 1.6476 0.1020 -0.3519
H 2.3182 1.3292 1.4434
H 2.0778 2.8837 0.6329
H 0.7706 2.0292 1.4704
H 0.8715 -2.2013 0.3349
H 0.3567 -0.7684 0.6009
O 0.1228 -1.6144 0.1855
H -2.2493 -3.5605 0.2584
H -1.3210 -2.2510 0.4438
O -2.2570 -2.6238 0.4754
H -1.8006 0.3472 2.7363
H -1.6536 -1.1471 2.2795
O -1.1723 -0.3621 2.5745
*
```

Properties
SMILES: C/C=C/C.O.O.O
Frontier orbital gap, eV: 9.9
LUMO, eV: 0.65

Results of the Mulliken charge analysis, in e, for atoms 1 through 5: atom 1 (C): -1.21, atom 2 (C): 0.03, atom 3 (C): -0.46, atom 4 (C): -1.13, atom 5 (H): 0.42


Run x
This record from the OMol25 dataset describes a 3-piece molecular cluster, C4H14O3 overall. The level of theory is wB97M-V/def2-TZVPD.

Geometry as ORCA input:
```
! RIJCOSX wB97M-V def2-TZVPD def2/J DEFGRID3
* xyz 0 1
C -1.4244 1.6436 0.7252
O -1.2339 2.0044 -0.6438
C -0.1553 1.1504 1.2837
C 0.5773 0.1474 0.4344
C 2.0553 -0.0986 0.7593
H -1.6453 2.6716 1.1088
H -2.3981 1.0029 0.7745
H -1.6030 1.3108 -1.3156
H -0.1663 1.0098 2.3333
H 0.4643 2.0014 1.3053
H 0.7504 0.5430 -0.5581
H 0.0441 -0.7241 0.1468
H 2.6136 0.7449 1.0474
H 2.5627 -0.6990 0.0189
H 2.0967 -0.7280 1.5920
H -0.8288 -1.4222 -2.7901
H -2.2635 -0.8675 -2.4339
O -1.2669 -0.6578 -2.5005
H 0.5794 -3.5807 -0.9800
H 0.3123 -2.3501 -0.1228
O 0.9296 -3.1022 -0.1847
*
```

Properties
SMILES: CCCCO.O.O
Frontier orbital gap, eV: 10.1
LUMO, eV: 0.14

Results of the Mulliken charge analysis, in e, for atoms 1 through 5: atom 1 (C): -0.52, atom 2 (O): -0.53, atom 3 (C): -0.76, atom 4 (C): 0.05, atom 5 (C): -1.42


Which structure loses on stability? run x does.


Run w
This record from the OMol25 dataset describes a 2-piece molecular cluster, C4H6O4 overall. The level of theory is wB97M-V/def2-TZVPD.

Geometry as ORCA input:
```
! RIJCOSX wB97M-V def2-TZVPD def2/J DEFGRID3
* xyz 0 1
C 0.2042 -0.1694 -2.2264
C 0.4887 -0.8075 1.5727
C 0.7866 0.4422 0.8745
C -0.6021 0.2740 1.4364
O 0.2003 1.1424 -2.2292
O -0.4819 -0.8948 -1.5367
O 1.5738 1.1471 0.3111
O -1.7235 0.1097 0.6557
H -0.2134 1.5222 -1.4339
H -1.4592 -0.3686 -0.1737
H 0.7803 -0.5428 -3.0855
H 0.4014 -1.6895 0.9491
H 0.8887 -1.0050 2.5536
H -0.8438 0.8399 2.3324
*
```

Properties
SMILES: O=C1C[C@@H]1O.O=CO
Frontier orbital gap, eV: 9.6
LUMO, eV: 0.65

Results of the Mulliken charge analysis, in e, for atoms 1 through 5: atom 1 (C): 0.21, atom 2 (C): -0.56, atom 3 (C): 0.47, atom 4 (C): -0.13, atom 5 (O): -0.41


Run x
This record from the OMol25 dataset describes a 2-piece molecular cluster, C4H6O4 overall. The level of theory is wB97M-V/def2-TZVPD.

Geometry as ORCA input:
```
! RIJCOSX wB97M-V def2-TZVPD def2/J DEFGRID3
* xyz 0 1
C 0.0135 0.5035 -0.2965
C -1.4104 0.1200 -0.4771
C 0.9064 -0.6994 0.0407
C 1.7994 -0.6466 1.0483
O 0.6320 0.3752 -1.5504
O 0.1822 1.6695 0.4223
O -2.2313 0.1728 0.5489
O -1.7634 0.0057 -1.6929
H 0.5355 1.4168 1.2940
H -3.1129 -0.1350 0.2808
H -0.4911 0.1548 -2.1956
H 0.6681 -1.6374 -0.4418
H 2.1565 -1.5627 1.4928
H 2.1154 0.2627 1.5267
*
```

Properties
Frontier orbital gap, eV: 8.6
LUMO, eV: 0.22

Results of the Mulliken charge analysis, in e, for atoms 1 through 5: atom 1 (C): 1.19, atom 2 (C): 0.27, atom 3 (C): -0.33, atom 4 (C): -1.01, atom 5 (O): -0.70


Which structure loses on stability? run x does.


Run w
This record from the OMol25 dataset describes a 2-piece molecular cluster, C3H11NOS overall. The level of theory is wB97M-V/def2-TZVPD.

Geometry as ORCA input:
```
! RIJCOSX wB97M-V def2-TZVPD def2/J DEFGRID3
* xyz 0 1
C 0.4871 0.5126 -1.2605
C 0.2693 -0.2806 0.0464
C 1.0157 -1.6012 -0.0259
S 1.1777 -2.4726 1.5666
N -0.7841 1.0404 -1.7879
H 1.1465 -0.0668 -1.9171
H 1.1411 1.3711 -1.0318
H 0.6107 0.2915 0.8992
H -0.8126 -0.4130 0.1159
H 2.0386 -1.4330 -0.3812
H 0.5768 -2.3006 -0.7299
H -0.1037 -2.3740 1.9052
H -0.5766 1.6121 -2.6032
H -1.0320 1.7416 -1.0939
H -2.0421 1.5512 1.3821
H -1.6955 1.5978 2.8795
O -1.4169 1.2235 2.0365
*
```

Properties
SMILES: NCCCS.O
Frontier orbital gap, eV: 9.4
LUMO, eV: 0.61

Results of the Mulliken charge analysis, in e, for atoms 1 through 5: atom 1 (C): -0.44, atom 2 (C): -0.35, atom 3 (C): -0.91, atom 4 (S): -0.25, atom 5 (N): -0.75


Run x
This record from the OMol25 dataset describes a 3-piece molecular cluster, C3H11NOS overall. The level of theory is wB97M-V/def2-TZVPD.

Geometry as ORCA input:
```
! RIJCOSX wB97M-V def2-TZVPD def2/J DEFGRID3
* xyz 0 1
C -1.7925 0.1306 -0.5864
C -0.4201 -0.3663 -0.1427
C 0.6199 -1.1674 -0.8368
S 2.3887 -0.7742 -0.6656
N -2.6770 0.3184 0.5278
H -1.5051 1.0022 -1.3273
H -2.2346 -0.6644 -1.1460
H -0.6983 -0.9817 0.7004
H 0.0992 0.5151 0.2864
H 0.4712 -2.1827 -0.5050
H 0.5647 -1.1857 -1.9855
H 2.0103 -1.7569 1.0663
H -3.6388 0.8562 0.2826
H -2.1583 0.9499 1.1386
H 2.7782 1.1516 0.6708
H 3.4932 2.2690 1.2784
O 2.6992 1.8862 1.2440
*
```

Properties
Frontier orbital gap, eV: 8.2
LUMO, eV: -1.36

Results of the Mulliken charge analysis, in e, for atoms 1 through 5: atom 1 (C): -0.57, atom 2 (C): -0.23, atom 3 (C): -0.90, atom 4 (S): -0.24, atom 5 (N): -0.60


Which structure loses on stability? run x does.